This record from the Open Molecules 2025 dataset describes a molecular structure, C4H32BO24. The level of theory is ωB97M-V/def2-TZVPD.

Last column: natural (NBO) charge in e.
CARTESIAN COORDINATES (ANGSTROEM)
O -0.555 -1.674 -1.411  -0.614
O 1.972 -1.797 2.187  -0.620
O -0.326 -0.089 0.427  -0.641
O -2.824 0.810 4.454  -0.962
O 3.113 2.045 -4.018  -0.949
O 3.589 -0.902 4.146  -0.933
O 1.109 -1.155 5.085  -0.992
O -0.379 -0.511 2.655  -0.557
O 1.732 2.936 -1.723  -0.993
O 3.821 -0.223 0.737  -0.933
O -2.207 -2.429 0.582  -0.944
O 1.336 -1.765 0.134  -0.600
O -1.661 -0.006 -5.747  -0.969
O -0.991 -1.830 -3.496  -0.618
O -2.081 1.946 -3.961  -0.979
O 1.033 0.010 -1.596  -0.602
O -0.414 2.036 4.623  -0.993
O -2.114 -1.570 5.440  -0.991
O -1.121 -3.247 3.432  -0.968
O -0.790 2.830 -0.789  -0.965
O 1.123 0.615 -6.437  -0.966
O 0.639 0.457 -3.639  -0.568
O -3.599 -1.888 -2.940  -0.944
O -0.025 2.719 1.846  -0.991
C 0.519 -0.269 -2.678  0.641
C 0.087 -0.593 1.536  0.679
C -0.348 -1.341 -2.593  0.686
C 1.157 -1.494 1.318  0.674
B 0.391 -0.863 -0.595  1.169
H -2.700 -1.969 -3.220  0.474
H -1.266 2.427 -3.854  0.466
H -3.436 -1.093 -2.420  0.450
H 0.196 0.467 -6.394  0.486
H 3.446 -1.335 3.317  0.493
H -1.303 2.018 -0.673  0.471
H -1.838 -2.096 4.678  0.505
H -2.641 -0.004 4.921  0.499
H 0.608 -1.101 4.281  0.479
H -1.142 -2.655 2.693  0.487
H 3.196 -0.066 3.960  0.470
H 1.885 2.377 -0.974  0.483
H -0.278 -3.738 3.476  0.497
H 0.155 3.568 2.293  0.481
H -0.058 2.627 -1.346  0.496
H -2.653 -1.953 1.278  0.465
H 2.008 -1.010 4.815  0.473
H 3.967 2.366 -4.323  0.479
H 3.906 -1.143 0.658  0.470
H -1.260 1.612 4.533  0.486
H -0.380 2.845 0.998  0.498
H -2.501 0.136 -6.206  0.489
H -2.069 -1.794 -0.130  0.481
H -3.013 0.413 3.603  0.457
H 2.438 2.485 -4.557  0.493
H 1.447 0.174 -5.680  0.475
H -1.385 -1.562 6.085  0.498
H -1.714 -0.746 -5.150  0.513
H -1.844 1.289 -4.631  0.482
H 2.163 2.623 -2.555  0.508
H 4.016 0.082 -0.136  0.464
H -0.135 1.997 3.681  0.474

Output
molecular weight: 475.088 g/mol
charge: -1
E_HOMO: -0.2644 Eh
HOMO-LUMO gap: 8.7 eV
LUMO: 1.549 eV

This record from the Open Molecules 2025 dataset describes 11 unconnected molecules or ions with the total composition C4H32N2O11. The level of theory is ωB97M-V/def2-TZVPD.

Last column: natural (NBO) charge in e.
CARTESIAN COORDINATES (ANGSTROEM)
O -0.399 0.398 -4.450  -0.975
O -4.193 2.084 -0.209  -0.968
O 3.598 -1.406 0.146  -0.989
O 0.051 2.342 1.610  -0.985
O -0.128 -2.407 -2.401  -0.780
O -2.560 1.576 -3.011  -0.969
O 0.672 2.286 -1.026  -1.045
O 2.586 0.022 2.105  -0.983
O 2.241 0.101 -1.557  -0.964
O 4.273 -2.121 2.464  -0.970
O -2.403 3.355 1.917  -0.979
N -0.921 0.151 -1.071  -0.893
N -0.187 -0.667 1.947  -0.671
C -0.797 -2.445 -1.121  -0.081
C -0.543 -1.017 3.394  -0.424
C -0.367 -1.151 -0.336  -0.040
C -1.152 -1.269 1.054  -0.255
H 1.048 2.493 1.669  0.495
H 3.520 -1.528 2.423  0.479
H 0.661 3.109 -1.602  0.492
H -1.485 -0.971 3.687  0.172
H -1.940 0.255 -0.928  0.391
H -1.438 3.478 1.827  0.504
H 2.127 -0.361 -0.699  0.456
H 1.665 0.796 -1.411  0.496
H -0.307 1.805 -1.220  0.527
H -2.478 2.730 2.660  0.466
H 0.118 -0.530 4.105  0.218
H 1.963 -0.758 1.641  0.511
H -1.909 1.210 -3.573  0.496
H -0.118 -2.099 3.667  0.185
H 4.711 -2.035 1.641  0.470
H -3.190 0.936 -2.735  0.472
H 0.698 -1.005 -0.225  0.187
H 0.446 -3.194 -2.631  0.489
H -4.025 2.325 0.708  0.491
H -3.500 2.437 -0.738  0.476
H 0.144 -0.182 -3.873  0.490
H -0.007 2.099 0.683  0.500
H -0.564 -3.561 -0.781  0.195
H 3.302 0.245 1.489  0.472
H 3.728 -0.577 -0.519  0.505
H -0.736 -0.090 -2.069  0.379
H -2.227 -1.046 1.038  0.192
H -1.387 -2.337 1.374  0.198
H -1.858 -2.318 -1.271  0.177
H 0.296 0.535 -5.272  0.495
H 3.186 -2.060 -0.478  0.485
H -0.217 0.369 1.958  0.409

Output
molecular weight: 284.303 g/mol
charge: 0
SMILES: CNC[C@H](N)CO.O.O.O.O.O.O.O.O.O.O
E_HOMO: -0.3492 Eh
HOMO-LUMO gap: 9.4 eV
LUMO: -0.083 eV

This record from the Open Molecules 2025 dataset describes 13 unconnected molecules or ions with the total composition C4H32NO14S. The level of theory is ωB97M-V/def2-TZVPD.

Last column: natural (NBO) charge in e.
CARTESIAN COORDINATES (ANGSTROEM)
S -3.240 -2.259 -0.832  -0.056
O 1.305 -0.066 -1.095  -0.729
O -2.918 1.438 1.679  -0.974
O -0.853 -0.812 2.929  -0.986
O 2.775 -0.971 2.900  -0.996
O 3.751 1.441 -0.839  -0.961
O -1.882 3.824 0.164  -0.938
O 1.351 4.417 -0.864  -0.943
O 1.511 -0.861 -3.847  -0.940
O 1.430 2.240 0.610  -0.982
O 0.999 -1.846 1.069  -1.012
O -3.460 -2.485 2.240  -0.968
O -1.006 -4.087 0.769  -0.932
O 0.897 1.469 -2.623  -0.321
O 4.554 -0.386 1.011  -0.956
N -1.078 0.342 0.040  -0.789
C -0.979 0.495 -1.425  -0.084
C -2.977 -0.843 -1.963  -0.506
C 0.548 0.707 -1.718  0.772
C -1.479 -0.680 -2.278  -0.428
H -0.219 -1.178 2.275  0.492
H 3.509 -0.901 2.248  0.507
H 1.752 -1.572 1.649  0.499
H -2.862 -3.179 2.491  0.482
H -3.520 -1.093 -2.870  0.244
H 4.083 -0.479 0.173  0.491
H 3.069 -1.536 3.621  0.489
H 1.852 1.506 1.072  0.484
H -2.585 1.116 0.816  0.478
H 1.774 3.071 0.944  0.514
H -0.295 -0.137 3.332  0.474
H -0.780 -3.198 1.000  0.477
H 2.013 -0.608 -3.067  0.471
H -1.123 -0.630 0.338  0.404
H -0.140 0.629 0.316  0.411
H 3.536 1.075 -1.711  0.470
H -1.267 -0.354 -3.299  0.238
H 1.347 -1.376 0.279  0.495
H 2.830 1.462 -0.547  0.480
H 1.417 -0.079 -4.396  0.474
H -3.204 -1.579 2.339  0.490
H -2.533 3.620 0.845  0.490
H 1.597 3.558 -1.144  0.466
H -1.446 1.464 -1.628  0.218
H -3.305 -0.050 -1.301  0.234
H -0.931 -1.587 -2.034  0.248
H -1.962 -4.091 0.844  0.457
H -2.749 -3.407 -1.269  0.141
H 0.502 4.288 -0.420  0.481
H -1.732 2.892 -0.050  0.450
H -2.709 0.743 2.294  0.480
H 4.832 0.531 0.934  0.500

Output
molecular weight: 350.360 g/mol
expectation value of S²: 0.7570
charge: 0
E_HOMO (alpha / beta): -0.3498 / -0.3475 Eh
spin multiplicity: 2
HOMO-LUMO gap (alpha / beta): 9.4 / 4.4 eV
LUMO (alpha / beta): -0.095 / -5.052 eV

This record from the Open Molecules 2025 dataset describes 12 unconnected molecules or ions with the total composition C4H33N2O12. The level of theory is ωB97M-V/def2-TZVPD.

Last column: natural (NBO) charge in e.
CARTESIAN COORDINATES (ANGSTROEM)
O 2.880 -1.167 2.004  -0.954
O -1.115 4.247 0.080  -0.961
O -1.896 1.867 1.022  -0.647
O 0.509 2.910 -2.347  -0.955
O -0.317 -2.638 3.528  -0.949
O -3.019 0.784 -2.219  -0.963
O -1.853 0.481 3.191  -0.956
O 1.947 0.865 -2.435  -0.983
O 1.733 2.175 2.836  -0.972
O 1.740 -3.013 -2.603  -0.983
O -0.454 -0.283 -3.262  -1.018
O 3.520 -1.145 -0.543  -0.985
N -0.819 -2.702 -1.079  -0.897
N -2.300 -0.436 0.266  -0.727
C -0.799 -0.361 0.047  -0.082
C -0.664 1.797 1.158  0.488
C 0.003 0.408 1.076  -0.573
C -0.443 -1.937 0.152  -0.258
H -0.162 0.181 2.194  0.331
H 2.112 -3.851 -2.775  0.481
H 0.306 -3.275 3.391  0.473
H 3.450 -1.796 -1.266  0.508
H -0.756 -2.041 -1.944  0.370
H -2.095 1.229 3.713  0.488
H -0.873 -2.562 1.103  0.237
H 1.221 0.645 -3.017  0.478
H 2.986 -0.844 1.204  0.478
H 0.277 -0.942 -3.227  0.518
H -3.396 0.917 -3.051  0.485
H -2.161 1.302 -2.255  0.485
H -2.562 -0.990 1.142  0.456
H 3.590 -1.326 2.499  0.469
H -0.159 -2.363 4.533  0.480
H 0.266 3.844 -2.193  0.500
H -0.669 4.676 0.853  0.484
H -0.499 0.005 -1.025  0.261
H -1.846 3.773 0.332  0.482
H -2.016 -0.221 3.884  0.486
H 3.262 -0.287 -0.833  0.489
H 0.680 -1.996 0.089  0.236
H 0.091 2.608 1.518  0.189
H -2.654 -0.835 -0.657  0.456
H 0.919 -3.183 -2.105  0.491
H -1.197 -0.383 -3.970  0.524
H 2.087 2.010 1.976  0.475
H 0.014 2.341 -1.867  0.457
H 2.311 1.848 3.592  0.507
H -2.703 0.501 0.269  0.479
H -1.733 -3.154 -1.071  0.375
H 1.051 0.570 0.848  0.245
H 2.203 1.745 -2.759  0.500

Output
molecular weight: 301.310 g/mol
charge: +1
E_HOMO: -0.4654 Eh
HOMO-LUMO gap: 10.1 eV
LUMO: -2.586 eV

This record from the Open Molecules 2025 dataset describes 11 unconnected molecules or ions with the total composition C4H33N3O10. The level of theory is ωB97M-V/def2-TZVPD.

Last column: natural (NBO) charge in e.
CARTESIAN COORDINATES (ANGSTROEM)
O -3.060 3.538 0.435  -0.932
O -0.365 2.250 0.348  -1.022
O 2.655 1.612 2.259  -0.923
O -1.828 1.878 -1.884  -0.976
O -0.311 0.114 2.024  -1.032
O -1.545 -1.733 2.870  -0.952
O -1.767 -0.312 -3.557  -0.964
O -2.618 -0.002 1.242  -0.949
O -0.844 2.589 2.947  -0.972
O 1.007 -2.437 -3.873  -0.936
N 0.367 -1.742 -0.902  -0.711
N 1.607 0.982 -1.187  -0.865
N -1.309 -3.549 -0.772  -0.860
C 3.631 0.246 0.031  -0.635
C -0.296 -2.922 -0.112  0.007
C 2.115 0.041 -0.212  -0.070
C 1.755 -1.398 -0.677  -0.237
H 4.097 0.233 -0.991  0.202
H 1.168 0.710 -1.926  0.353
H 3.979 -0.462 0.845  0.221
H -1.505 0.498 -3.079  0.489
H 2.502 0.734 2.653  0.460
H -0.779 0.739 2.691  0.521
H -3.176 0.455 0.733  0.466
H -0.613 1.366 0.628  0.511
H 1.554 0.183 0.701  0.213
H 1.230 -1.667 -4.148  0.453
H -2.481 -1.606 2.528  0.501
H 0.618 -2.445 -3.044  0.478
H 3.963 1.294 0.338  0.245
H -1.056 2.147 -1.391  0.490
H 2.432 1.467 -1.629  0.360
H -1.067 -4.132 -1.505  0.384
H -2.310 -3.294 -0.740  0.397
H 2.167 -2.077 0.148  0.179
H -3.608 2.962 0.962  0.464
H -0.952 3.468 3.178  0.471
H 2.353 -1.705 -1.547  0.193
H -1.057 2.829 1.964  0.487
H -1.520 -1.044 -2.953  0.457
H 0.687 -3.391 0.028  0.195
H -1.845 -0.314 0.691  0.486
H 2.008 2.015 2.748  0.469
H 0.527 2.345 0.009  0.529
H -2.112 2.789 -2.257  0.487
H -0.678 -2.732 1.004  0.105
H -0.339 -0.944 -0.960  0.352
H -1.125 -2.165 2.060  0.436
H -2.219 3.206 0.518  0.465
H -0.038 -0.616 2.761  0.508

Output
molecular weight: 283.319 g/mol
charge: 0
SMILES: C[C@@H](N)CNCN.O.O.O.O.O.O.O.O.O.O
E_HOMO: -0.3432 Eh
HOMO-LUMO gap: 9.4 eV
LUMO: 0.109 eV